Record 1
{"formula": "C29H44Br4GeN4O3STi", "method": "ωB97M-V/def2-TZVPD", "total_charge": -2, "molar_mass_g_mol": 968.86, "s_squared": 2.027, "de_lowest_ev": 1.833, "e_lumo_ev": [4.07, 4.03], "spin_multiplicity": 3, "symbols": ["Br", "Br", "Br", "Br", "Ge", "Ti", "S", "O", "O", "O", "N", "N", "N", "N", "C", "C", "C", "C", "C", "C", "C", "C", "C", "C", "C", "C", "C", "C", "C", "C", "C", "C", "C", "C", "C", "C", "C", "C", "C", "C", "C", "C", "C", "H", "H", "H", "H", "H", "H", "H", "H", "H", "H", "H", "H", "H", "H", "H", "H", "H", "H", "H", "H", "H", "H", "H", "H", "H", "H", "H", "H", "H", "H", "H", "H", "H", "H", "H", "H", "H", "H", "H", "H", "H", "H", "H", "H"], "positions_angstrom": [[-2.52917, -0.25779, 3.79780], [-2.01392, 2.82062, 5.17663], [0.21391, 5.34095, 3.68383], [-0.08046, 4.60503, 0.12425], [-2.69327, -1.08546, -2.48322], [-0.27897, -0.28660, -0.44365], [2.35668, 0.18595, -1.68745], [4.12067, -2.24738, 3.82522], [-0.52254, 1.59026, -0.55338], [-1.65594, -0.30344, 0.87695], [2.65267, 2.63140, -0.65055], [2.84585, -0.47440, 4.35524], [1.33010, 2.53419, -2.48222], [0.83984, -1.56779, 0.55045], [5.05180, 0.62837, 4.66914], [1.85564, -3.41250, 2.46044], [5.46306, 4.65521, 0.05755], [-1.78060, 1.17082, 2.81636], [1.72659, 1.70109, 3.91946], [1.65719, -1.17408, 1.60197], [1.58293, 0.27508, 4.41414], [-3.38130, 0.75818, -2.45515], [2.58515, 3.65665, -5.23441], [0.52039, -2.93197, 0.50040], [-0.83759, -1.12805, -2.06293], [3.86937, -0.08158, 5.31642], [-3.13097, -1.78334, -4.26440], [3.60639, 2.18182, 0.35110], [5.50944, 3.42099, -0.84032], [3.10741, -1.58169, 3.60872], [-0.86635, 1.92169, 0.70762], [0.48804, 1.86702, -3.47759], [-1.05707, 3.44845, 2.57385], [1.01701, -3.82133, 1.40482], [2.14668, -2.02440, 2.54341], [-1.45653, 0.88460, 1.49126], [1.21009, 1.51928, -4.77605], [-3.86390, -2.07594, -1.25614], [-1.57642, 2.44692, 3.34904], [1.51057, 2.68232, -5.72301], [2.10833, 1.86849, -1.61729], [-0.70998, 3.18287, 1.28088], [5.05117, 2.14443, -0.14210], [-0.33816, 2.55288, -3.68015], [2.27850, -4.10228, 3.17613], [4.45058, 4.85838, 0.41675], [5.80549, 5.54878, -0.47040], [-3.22002, 1.24453, -3.42282], [4.22035, -0.97277, 5.83628], [2.10936, 1.71691, 2.89970], [0.07145, 0.95868, -3.04635], [-3.57238, -3.12884, -1.19810], [0.57286, 0.79675, -5.29508], [-4.19198, -1.61921, -4.48266], [6.53029, 3.27418, -1.20484], [-0.13164, -3.22645, -0.30590], [0.95492, 3.39850, -2.11360], [0.58178, 3.23353, -5.91671], [2.41362, 2.27636, 4.54746], [-2.53070, -1.27900, -5.02801], [3.32487, 1.18686, 0.68315], [-2.84697, 1.33741, -1.70012], [2.23835, 3.54150, -0.50250], [0.81895, -0.26290, 3.86149], [3.38881, 0.57684, 6.04152], [5.15691, 1.29406, -0.81943], [-4.44987, 0.78138, -2.22369], [4.88682, 3.58626, -1.72418], [-3.76656, -1.64162, -0.25741], [5.57907, -0.05907, 4.00802], [5.68949, 1.94958, 0.72704], [-2.92378, -2.85635, -4.32034], [-0.25670, -1.94917, -2.49062], [-4.90909, -2.01241, -1.57872], [2.77402, 4.43973, -5.97425], [3.50313, 2.86174, 1.19632], [1.82929, 2.26861, -6.68558], [0.77474, 2.22923, 3.93554], [4.71094, 1.48659, 4.08610], [1.92476, -0.12661, 1.61214], [2.30131, 4.13933, -4.29800], [3.52712, 3.13153, -5.04929], [6.09829, 4.52273, 0.93856], [5.74936, 0.98664, 5.43216], [1.25986, 0.28909, 5.45878], [0.75190, -4.86630, 1.29022], [2.13475, 0.99083, -4.52340]], "mulliken_charge": [-0.1539, -0.1618, -0.5774, -0.2427, 0.5489, -0.7520, -0.3046, -0.7229, 0.1411, -0.8815, 0.1442, 0.3575, 0.1174, 0.5642, -1.0723, -1.1850, -1.2022, -0.1340, 0.0943, 0.2681, -1.0379, -1.0306, -1.0526, -0.7453, -0.3689, -0.9182, -1.3460, -0.3706, -0.2738, 0.3658, -0.1814, 0.1448, -0.8561, -0.6471, 0.3481, 0.9190, -0.7502, -1.2280, 0.3318, -0.5563, 0.1556, 0.5317, -0.8123, 0.5258, 0.4578, 0.2713, 0.3724, 0.3201, 0.4637, -0.3067, -0.4305, 0.3295, 0.3912, 0.3412, 0.4180, 0.4466, 0.2361, 0.2617, 0.4514, 0.3415, -0.4697, 0.1268, 0.1699, 0.4204, 0.4569, 0.2707, 0.4026, 0.1014, 0.2993, 0.3095, 0.4809, 0.3793, 0.5265, 0.4095, 0.4111, 0.5818, 0.3571, -0.1190, 0.1915, 0.1730, 0.2171, 0.2492, 0.2866, 0.4086, 0.3641, 0.3794, 0.2573]}


Record 2
{"formula": "C21H59N3O7", "method": "ωB97M-V/def2-TZVPD", "molar_mass_g_mol": 465.72, "smiles": "COC[C@H](C)N.COC[C@H](C)N.COC[C@H](C)N.CC(C)O.CC(C)O.CC(C)O.O", "e_lumo_ev": 0.57, "symbols": ["O", "O", "O", "O", "O", "O", "O", "N", "N", "N", "C", "C", "C", "C", "C", "C", "C", "C", "C", "C", "C", "C", "C", "C", "C", "C", "C", "C", "C", "C", "C", "H", "H", "H", "H", "H", "H", "H", "H", "H", "H", "H", "H", "H", "H", "H", "H", "H", "H", "H", "H", "H", "H", "H", "H", "H", "H", "H", "H", "H", "H", "H", "H", "H", "H", "H", "H", "H", "H", "H", "H", "H", "H", "H", "H", "H", "H", "H", "H", "H", "H", "H", "H", "H", "H", "H", "H", "H", "H", "H"], "positions_angstrom": [[30.81212, -14.25665, 10.68112], [30.18097, -9.90587, 9.60442], [30.14634, -12.21115, 8.42631], [31.33310, -14.12069, 2.12966], [29.99193, -17.17601, 6.77423], [24.78560, -13.57179, 10.40634], [36.42382, -12.87163, 7.26332], [32.92497, -12.49241, 8.28257], [29.35171, -14.64533, 5.28122], [28.76808, -7.54635, 12.25044], [29.71332, -8.47266, 11.58891], [30.25693, -17.06953, 8.06527], [33.99990, -12.44966, 7.37999], [25.18882, -12.51745, 9.62543], [34.30037, -10.93839, 7.04950], [30.34754, -14.20846, 12.02861], [24.70319, -12.96081, 8.22027], [31.17011, -8.98733, 9.03702], [30.10876, -13.94628, 4.25709], [35.20545, -13.19988, 7.99797], [37.68816, -13.04581, 7.84558], [30.40580, -13.32018, 1.39395], [30.21305, -9.35862, 12.72199], [31.04926, -12.97724, 5.13462], [29.18220, -9.28664, 10.35891], [30.55005, -12.68681, 12.46923], [30.91826, -15.14009, 13.03215], [30.79451, -14.82616, 3.22731], [31.69574, -16.54141, 8.19176], [26.70416, -12.23845, 9.71966], [29.12905, -16.07521, 8.63492], [31.50732, -9.50592, 8.13955], [37.71170, -12.76930, 8.89966], [29.06319, -16.18357, 9.71752], [30.69558, -8.06276, 8.70826], [29.57455, -13.98582, 1.16144], [31.97357, -14.88738, 13.13490], [23.67548, -13.31436, 8.13703], [24.83039, -14.37290, 9.87927], [31.70446, -15.62345, 7.60407], [33.00631, -13.45583, 8.57466], [32.41571, -17.13950, 7.63316], [28.62149, -10.18113, 10.63020], [31.02621, -10.02760, 12.44033], [25.30522, -13.80666, 7.88832], [27.15894, -13.21719, 9.56689], [29.27282, -14.39021, 12.02168], [29.70119, -11.40550, 8.68900], [27.88164, -8.01052, 12.38780], [29.36568, -9.83718, 13.21295], [38.02603, -14.08091, 7.79540], [31.83683, -8.86763, 9.89099], [33.31313, -11.95628, 9.04546], [34.47061, -10.39351, 7.97806], [31.04753, -11.94090, 8.25014], [29.85375, -12.54735, 13.29616], [30.92286, -12.83929, 0.56360], [24.75827, -12.16132, 7.48144], [28.12476, -16.27408, 8.26082], [29.33163, -15.03177, 8.39347], [30.11058, -18.00921, 8.59788], [32.01199, -16.51358, 9.23450], [30.49761, -14.95560, 14.02064], [35.37775, -12.82092, 9.00535], [33.72611, -12.91011, 6.43072], [35.24512, -10.75570, 6.53747], [29.91929, -15.33393, 5.75427], [31.51059, -12.32481, 4.39326], [31.88129, -13.39405, 5.70215], [30.52799, -7.82784, 11.25931], [30.10078, -15.53103, 2.76906], [30.02428, -12.54667, 2.06045], [31.55817, -15.41773, 3.73225], [30.31053, -13.68036, 10.09983], [24.49826, -11.72168, 9.90469], [29.29861, -13.39415, 3.78074], [31.61665, -12.54595, 12.64422], [30.66719, -16.15725, 12.73139], [35.01640, -14.27185, 8.05478], [30.50787, -12.23246, 5.71797], [38.49560, -12.43789, 7.43744], [30.28192, -12.05519, 11.62231], [30.69906, -8.71651, 13.45656], [26.89069, -11.70364, 10.65095], [26.95548, -11.66169, 8.82955], [29.25920, -13.93388, 5.99212], [28.53933, -6.74952, 11.67352], [33.60893, -10.55317, 6.30008], [30.82786, -17.47246, 6.40689], [28.48163, -8.65961, 9.80743]], "mulliken_charge": [-0.2265, -0.2453, 0.0401, -0.4037, -0.5634, -0.5698, -0.2870, 0.1592, -0.7062, -0.7725, 0.4943, 0.1946, 0.0855, 0.1947, -1.5470, 0.5921, -1.4534, -0.8590, 0.6073, -0.7420, -0.7783, -0.6402, -1.3154, -1.2284, -0.0920, -0.8009, -1.6603, -0.9420, -1.0443, -0.4387, -0.6610, 0.1101, 0.3210, 0.4214, 0.3367, 0.3125, 0.3799, 0.3964, 0.3575, 0.1086, -0.1661, 0.5164, -0.2817, 0.2533, 0.3389, -0.0921, 0.3054, 0.3834, 0.2555, 0.3195, 0.2900, 0.3446, 0.3032, 0.3707, -0.0310, 0.3714, 0.2419, 0.3668, 0.4282, -0.3289, 0.2603, 0.2749, 0.3858, 0.4315, 0.1913, 0.4094, 0.1325, 0.5048, 0.0317, 0.3721, 0.4877, 0.2345, 0.2943, 0.0030, 0.3313, 0.2190, 0.3418, 0.3895, 0.4126, 0.5448, 0.2657, -0.1197, 0.4233, 0.2332, 0.3138, 0.2412, 0.2619, 0.2520, 0.3359, 0.2154]}


Record 3
{"formula": "C5H2IN", "method": "ωB97M-V/def2-TZVPD", "molar_mass_g_mol": 202.98, "smiles": "IC1=CN=C=C=C1", "de_lowest_ev": 0.000, "e_lumo_ev": [-0.60, -0.60], "symbols": ["I", "N", "C", "C", "C", "C", "C", "H", "H"], "positions_angstrom": [[2.82407, 0.02131, 0.01922], [-1.35294, -1.30250, -0.03257], [-0.06680, 1.39910, -0.00342], [-1.78292, -0.10888, -0.07242], [0.74830, -0.05573, 0.02460], [0.02357, -1.20542, 0.01807], [-1.36102, 1.10554, -0.06267], [0.47605, 2.32225, 0.03876], [0.49169, -2.17567, 0.07043]], "nbo_charge": [0.2054, -0.4172, -0.1504, 0.3919, -0.2392, -0.0783, -0.1626, 0.2261, 0.2244]}


Record 4
{"formula": "C21H24N2O", "method": "ωB97M-V/def2-TZVPD", "molar_mass_g_mol": 320.44, "smiles": "Cc1ccc([C@@H](CCN(C)C)NC(=O)C#Cc2ccccc2)cc1", "de_lowest_ev": 3.852, "e_lumo_ev": 0.23, "symbols": ["O", "N", "N", "C", "C", "C", "C", "C", "C", "C", "C", "C", "C", "C", "C", "C", "C", "C", "C", "C", "C", "C", "C", "C", "H", "H", "H", "H", "H", "H", "H", "H", "H", "H", "H", "H", "H", "H", "H", "H", "H", "H", "H", "H", "H", "H", "H", "H"], "positions_angstrom": [[2.70972, -0.36666, 0.55055], [-0.69572, -4.74727, -0.41766], [0.56850, 0.14969, 0.03197], [-1.80206, -5.65755, -0.08612], [-1.44048, -0.54787, 1.02782], [1.98329, 0.42408, 0.02456], [4.49696, 6.38550, -2.32954], [2.54127, 1.60963, -0.51315], [-0.03615, -2.28189, -0.24227], [-1.59616, -0.01088, 2.32363], [3.05216, 4.46389, -2.62160], [3.52178, 3.90354, -1.38030], [4.45021, 4.65363, -0.65592], [-2.59317, -0.57767, 0.18342], [3.05401, 2.65336, -0.88059], [-3.81418, -0.01991, 0.60786], [-2.82998, 0.55172, 2.74787], [-3.91801, 0.53955, 1.87131], [0.56927, -5.29123, -0.98581], [-5.14684, 1.19202, 2.32949], [4.92838, 5.87564, -1.10393], [-0.06427, -1.03414, 0.66050], [3.55204, 5.67818, -3.08072], [-0.60060, -3.56213, 0.47282], [3.11756, 6.08510, -4.00238], [-1.59836, -3.24466, 0.83906], [-2.76594, -5.13935, 0.01527], [-0.73960, 0.01113, 3.00948], [-4.69817, -0.08090, -0.04185], [-5.01061, 1.49088, 3.38270], [1.17051, -5.78870, -0.20148], [-2.87236, 0.97504, 3.76309], [2.32540, 3.91828, -3.22763], [5.63416, 6.45512, -0.48285], [-0.58861, -2.06105, -1.14128], [-5.37354, 2.06905, 1.72323], [-2.52815, -0.98670, -0.83609], [0.02265, -3.83194, 1.33345], [0.34885, -6.00128, -1.80726], [4.77197, 4.25105, 0.31343], [0.45261, -1.27075, 1.60824], [-1.93841, -6.42677, -0.87730], [1.09854, -4.45065, -1.40529], [1.01390, -2.48448, -0.45163], [-1.58004, -6.15615, 0.85602], [4.89587, 7.34330, -2.68758], [-0.00844, 0.78566, -0.49492], [-6.03982, 0.55549, 2.27931]], "nbo_charge": [-0.5702, -0.4663, -0.6263, -0.3999, -0.0638, 0.6172, -0.1945, -0.1457, -0.4102, -0.1768, -0.1673, -0.1584, -0.1736, -0.1535, 0.1550, -0.2316, -0.2099, -0.0315, -0.4059, -0.6245, -0.2139, -0.0672, -0.2203, -0.2129, 0.2213, 0.2039, 0.1984, 0.2129, 0.2142, 0.2137, 0.1659, 0.2147, 0.2212, 0.2225, 0.2042, 0.2207, 0.2063, 0.1667, 0.2026, 0.2236, 0.2234, 0.1975, 0.2030, 0.2197, 0.1615, 0.2192, 0.3961, 0.2187]}


Record 5
{"formula": "C27H23BiN4O4S", "method": "ωB97M-V/def2-TZVPD", "molar_mass_g_mol": 708.55, "de_lowest_ev": 3.393, "e_lumo_ev": [-0.58, -0.58], "symbols": ["Bi", "S", "O", "O", "O", "O", "N", "N", "N", "N", "C", "C", "C", "C", "C", "C", "C", "C", "C", "C", "C", "C", "C", "C", "C", "C", "C", "C", "C", "C", "C", "C", "C", "C", "C", "C", "C", "H", "H", "H", "H", "H", "H", "H", "H", "H", "H", "H", "H", "H", "H", "H", "H", "H", "H", "H", "H", "H", "H", "H"], "positions_angstrom": [[2.22155, -0.18644, -0.17150], [-1.52436, 0.72709, -0.26795], [-0.86106, 1.71263, -1.09444], [-0.76037, -1.04651, -3.11448], [-3.12693, 1.78844, 1.66439], [1.20501, -1.00390, -2.05131], [4.26101, 0.35768, 0.99254], [-0.88279, -0.58013, 0.13042], [-5.55537, -1.37086, 4.17690], [4.06453, -0.58611, -1.46177], [-5.62768, -0.03217, -2.06807], [6.28426, -1.07662, -3.07252], [6.64714, 0.87651, 2.29737], [-6.95658, -0.31827, -2.70386], [5.42146, 1.10755, 2.93457], [0.21720, 1.80784, 2.73655], [-0.84172, 1.07121, 2.39647], [6.43868, -0.60481, -1.79325], [-4.67187, -0.82829, 3.67964], [-2.24924, -0.78333, 3.27558], [-3.55236, -0.16420, 3.06733], [5.42525, 0.14436, 0.37045], [-5.15646, -0.81951, -1.02015], [4.26876, 0.83363, 2.25034], [6.65038, 0.39366, 1.01378], [-1.76211, 1.61675, 1.34092], [-0.75340, -1.69026, -0.82075], [-3.58052, 1.25280, -1.99242], [4.99102, -1.30080, -3.54367], [-3.91173, -0.58543, -0.46353], [3.92014, -1.04968, -2.72828], [-0.07864, -1.23511, -2.12567], [-4.82504, 1.00062, -2.54440], [-3.13532, 0.46208, -0.94401], [-3.88190, 0.94216, 2.37197], [5.31333, -0.36185, -0.99535], [-1.06273, -0.25624, 2.97669], [-3.53791, -1.21329, 0.33265], [0.39340, 2.78308, 2.30370], [7.58492, 0.20756, 0.50943], [4.80931, -1.66574, -4.54437], [-5.76797, -1.62878, -0.64154], [-2.94461, 2.03988, -2.37246], [-4.91471, 1.26413, 2.34304], [-1.44197, 2.61896, 1.05912], [3.29594, 0.99125, 2.69802], [-0.17155, -0.83565, 3.18206], [7.42491, -0.41507, -1.40018], [5.37341, 1.49216, 3.94313], [7.57925, 1.07495, 2.80844], [-7.61186, -0.86446, -2.02659], [7.14596, -1.26385, -3.69770], [2.89942, -1.19626, -3.04402], [-6.82453, -0.92607, -3.60083], [-1.72566, -2.12841, -1.06391], [-0.13628, -2.44456, -0.32753], [0.91733, 1.45010, 3.48063], [-7.46047, 0.60021, -3.00287], [-5.17905, 1.61117, -3.36566], [-2.27878, -1.76581, 3.72891]], "nbo_charge": [0.8348, 2.0170, -0.9398, -0.6344, -0.4647, -0.8558, -0.5013, -0.9610, -0.3230, -0.5161, 0.0044, -0.1720, -0.1752, -0.6337, -0.2513, -0.3338, -0.0689, -0.2110, 0.2815, -0.1847, -0.3081, 0.1473, -0.1643, 0.0582, -0.2051, -0.1193, -0.3410, -0.1381, -0.2439, -0.1928, 0.0527, 0.7744, -0.2152, -0.3617, 0.2585, 0.1525, -0.1829, 0.2331, 0.2105, 0.2189, 0.2307, 0.2100, 0.2480, 0.2128, 0.2383, 0.1969, 0.2272, 0.2165, 0.2270, 0.2236, 0.2191, 0.2228, 0.2696, 0.2296, 0.2045, 0.2131, 0.1998, 0.2207, 0.2162, 0.2291]}


Record 6
{"formula": "CH3Cl2N3O", "method": "ωB97M-V/def2-TZVPD", "molar_mass_g_mol": 143.96, "smiles": "[H]/N=C(/NO)N(Cl)Cl", "de_lowest_ev": 3.339, "e_lumo_ev": 0.13, "symbols": ["Cl", "Cl", "O", "N", "N", "N", "C", "H", "H", "H"], "positions_angstrom": [[3.06691, -1.17215, 0.47179], [3.05908, 1.49237, -0.59941], [-1.49580, 0.62216, 0.42426], [-0.11152, 0.74169, 0.59834], [0.61891, -0.70195, -1.03774], [2.45891, 0.43996, 0.54195], [0.81582, 0.14181, -0.17935], [-1.48914, -0.09620, -0.21717], [0.18289, 1.55578, 1.16982], [1.35147, -1.19259, -1.37605]], "nbo_charge": [0.1210, 0.1513, -0.5067, -0.3464, -0.7446, -0.5244, 0.5778, 0.4859, 0.4069, 0.3790]}